No. 1
Molecular formula: C7H36AgB2N14O7
Method: DFT, wB97M-V/def2-TZVPD

The geometry in XYZ format:
```
67
Properties=species:S:1:pos:R:3:forces:R:3:mulliken_spin:R:1
Ag 0.876039 -1.259413 2.421633 0.929 0.113 -0.873 0.39
B 2.860989 -2.258230 1.417554 0.568 -2.955 -0.168 0.19
H 2.652008 -2.437749 2.505349 -0.771 -0.760 3.074 -0.01
H 2.380332 -3.001028 0.699222 -0.847 -0.977 -0.901 0.00
H 2.408421 -1.241553 1.203627 -1.499 3.216 -0.433 0.21
H 3.994480 -2.227299 1.292035 1.554 0.897 -0.235 0.03
B 0.121768 -0.540014 0.164690 1.125 0.587 0.796 0.08
H 0.902137 -1.355642 -0.005985 1.289 -1.141 -0.884 0.01
H -0.493466 -0.343578 -0.757981 -0.645 -0.237 -1.295 0.04
H -0.488664 -0.845494 1.066567 -2.383 -0.981 1.560 0.02
H 0.620114 0.387141 0.615751 0.968 1.719 -0.098 0.00
C -3.058347 0.303583 -2.519079 -1.878 -1.010 0.125 0.00
O -3.226947 -0.909540 -2.587182 1.032 0.724 -0.160 0.00
N -2.235375 0.933349 -1.632957 0.736 -0.898 0.277 0.00
N -3.835201 1.188923 -3.199683 -0.218 1.639 -0.211 0.00
H -2.288676 1.908624 -1.405426 -0.195 -0.012 0.036 0.00
H -1.676430 0.296804 -1.061525 -0.696 0.752 -0.091 -0.02
H -4.444780 1.048535 -3.982298 0.124 -0.853 0.125 0.00
H -3.873213 2.117423 -2.817234 0.057 0.107 -0.284 0.00
C -0.924646 -2.230307 -5.073912 -0.420 0.016 1.568 0.00
O -0.781602 -1.701935 -6.164098 0.410 -0.289 0.337 0.00
N -0.077381 -2.115209 -3.979678 1.228 1.214 -1.124 0.00
N -1.977859 -3.003730 -4.718687 -0.561 -0.342 -1.238 0.00
H 0.637654 -1.412026 -4.088928 -0.037 -0.101 0.053 0.00
H -0.319483 -2.335550 -3.030986 -0.374 -0.147 -0.312 0.00
H -2.114694 -3.328355 -3.781249 -0.119 -0.150 -0.003 0.00
H -2.544770 -3.329538 -5.483168 -0.225 -0.009 0.353 0.00
C -0.866225 -3.957586 -1.199566 -1.444 -2.981 1.331 0.00
O -1.388374 -5.084044 -1.322355 1.003 0.771 -0.775 0.00
N 0.419701 -3.678751 -1.458436 0.460 0.747 -0.208 0.00
N -1.622177 -3.015962 -0.601640 0.239 1.420 0.181 0.00
H 1.043380 -4.344441 -1.874479 -0.234 -0.100 -0.067 0.00
H 0.741148 -2.747873 -1.260222 0.381 -0.105 0.073 -0.01
H -1.248924 -2.120036 -0.291002 -0.417 -0.626 -0.165 0.01
H -2.461481 -3.394164 -0.201978 -0.108 0.240 -0.089 0.00
C -1.699718 0.325398 3.750641 -0.608 1.303 -1.021 0.00
O -0.952365 -0.605351 3.445381 -0.079 -0.262 1.047 0.03
N -2.571753 0.877379 2.862551 0.312 -0.602 -0.619 0.00
N -1.739616 0.979578 4.940486 0.715 -1.011 0.393 0.00
H -2.329735 0.805713 1.883002 -0.078 -0.089 0.044 0.00
H -3.068727 1.711631 3.107748 0.021 0.177 -0.055 0.00
H -1.348483 0.503263 5.738284 -0.160 0.200 0.051 0.00
H -2.485000 1.636032 5.055377 -0.046 0.068 0.457 0.00
C -0.446254 3.496153 0.196523 -1.400 -1.740 -0.996 0.00
O -1.469699 3.093836 0.774361 0.860 0.711 0.234 0.00
N 0.043969 2.842794 -0.885136 0.196 0.341 -0.021 0.00
N 0.284089 4.582333 0.498192 0.185 0.845 0.972 0.00
H 0.757959 3.304363 -1.416199 0.111 -0.437 -0.331 0.00
H -0.371445 1.987342 -1.216896 0.270 0.096 0.065 0.00
H 1.152603 4.727029 0.020225 0.068 0.292 0.125 0.00
H -0.049894 5.247910 1.173280 0.051 -0.049 -0.109 0.00
C 1.673566 1.673800 3.817629 0.346 -0.762 -1.480 0.01
O 1.889194 0.683026 3.098437 -0.214 0.237 0.638 0.01
N 2.221532 1.769982 5.036170 0.186 -0.128 0.739 0.00
N 0.921767 2.708973 3.399727 -0.074 0.957 0.409 0.00
H 2.253861 2.621940 5.565396 -0.088 -0.087 0.063 0.00
H 2.706805 0.954783 5.368518 0.162 0.165 -0.001 0.00
H 0.621929 2.803522 2.443193 0.120 -0.401 -0.099 0.00
H 1.082774 3.578701 3.882141 -0.323 0.059 -0.076 0.00
C 3.468675 0.782153 -1.472646 1.500 0.188 -1.454 0.00
O 4.272112 1.378537 -2.199688 -0.640 0.072 0.609 0.00
N 3.782703 0.314433 -0.251613 0.074 0.349 0.483 0.01
N 2.231803 0.426680 -1.849522 -0.675 -0.047 -0.114 0.00
H 4.719359 0.518498 0.047280 -0.119 -0.397 0.358 0.00
H 3.128995 -0.309170 0.210760 0.971 0.416 0.067 -0.01
H 1.703470 -0.073699 -1.148390 -0.551 0.209 -0.742 0.01
H 1.906050 0.687112 -2.761910 -0.124 -0.157 0.087 0.00
```
Forces are in eV/Å.

The expectation value of S² is 0.75. The total charge is 0. The calculation puts the HOMO energy (alpha / beta) at -8.8 / -8.8 eV. Its frontier orbital gap (alpha / beta) is 0.30740 / 0.16626 Ha. Its multiplicity is 2.


No. 2
Molecular formula: C4H8O4
Method: DFT, wB97M-V/def2-TZVPD

The geometry in XYZ format:
```
16
Properties=species:S:1:pos:R:3:forces:R:3:mulliken_charge:R:1
O 1.993395 -0.269299 -1.363749 0.075 -0.264 1.924 -0.49
O 2.951825 -0.245459 0.771510 -1.722 -0.275 -0.369 -0.31
C 1.942775 -0.511629 -0.176479 1.893 0.903 -0.486 0.26
C 4.181274 0.426930 0.444540 0.137 -0.323 -1.378 -0.54
H 1.080866 -0.992599 0.326960 0.544 0.206 0.024 0.32
H 4.535885 -0.028159 -0.495540 0.136 0.399 0.297 0.27
H 4.944524 0.264190 1.224020 -0.788 -0.177 -0.115 0.23
H 4.064445 1.512460 0.287751 -0.288 -0.473 0.120 0.25
O -4.233833 0.347900 1.399480 -0.423 -0.252 -2.644 -0.53
O -3.551723 0.266010 -0.770609 1.412 -1.361 -0.434 -0.27
C -4.418122 0.454920 0.183240 -0.428 1.260 3.063 0.24
C -2.297733 -0.409279 -0.434849 0.597 0.134 -0.136 -0.59
H -5.323362 0.904920 -0.270300 0.065 -0.380 0.329 0.33
H -1.487763 0.325220 -0.579979 -0.382 -0.304 0.044 0.22
H -2.146333 -1.243869 -1.139919 -0.305 0.496 0.189 0.28
H -2.236123 -0.802259 0.593930 -0.521 0.409 -0.427 0.33
```
Forces are in eV/Å.

The total charge is 0. The calculation puts the HOMO energy at -10.7 eV. Its frontier orbital gap is 0.41913 Ha. Its multiplicity is 1. Its structure (SMILES) is COC=O.COC=O.


We obtain ΔE to the lowest compared entry with this formula, charge and spin values of 0.0, 242.1 kJ/mol for the records listed above, in that order.
We obtain strongest force on any atom values of 0.0695, 0.0649 hartree/bohr for the records listed above, in that order.